No. 1
DFT (ωB97M-V/def2-TZVPD) results for one molecule with the formula C2H6OSi.

Output
Lowest unoccupied orbital energy   0.85 eV
E_HOMO   -9.93 eV
Multiplicity   1
Total charge   0
HOMO-LUMO gap   10.78 eV

Each line ends with the natural charge from an NBO analysis.
Atoms and positions in Å:
Si: 0.693 -0.414 0.456  0.819
O: -0.107 2.347 -1.572  -0.522
C: -0.660 0.015 -0.868  -0.916
C: -0.774 1.641 -0.856  0.436
H: 0.917 0.127 1.786  -0.151
H: -0.138 -0.120 -1.875  0.278
H: -1.395 2.115 -0.045  0.115
H: 1.995 -0.063 -0.323  -0.148
H: -1.676 -0.247 -0.656  0.249
H: 0.746 -1.792 0.936  -0.160



No. 2
DFT (ωB97M-V/def2-TZVPD) results for one molecule with the formula C2H6P2.

Output
Lowest unoccupied orbital energy (alpha / beta)   -0.74 / 0.11 eV
E_HOMO (alpha / beta)   -8.01 / -7.94 eV
Multiplicity   1
Total charge   0
HOMO-LUMO gap (alpha / beta)   7.27 / 8.05 eV

Each line ends with the natural charge from an NBO analysis.
Atoms and positions in Å:
P: -0.342 -2.719 0.385  0.007
P: -0.603 -0.788 1.258  0.166
C: 0.019 1.888 -0.338  -0.725
C: -0.298 0.513 -0.410  -0.276
H: 0.241 -3.270 1.410  -0.015
H: 0.879 -2.582 -0.047  -0.019
H: -0.506 0.062 -1.365  0.174
H: -0.459 2.521 -1.043  0.228
H: 1.231 1.992 -0.435  0.231
H: -0.162 2.383 0.586  0.229



No. 3
DFT (ωB97M-V/def2-TZVPD) results for one molecule with the formula C2H6P2S4.

Output
Lowest unoccupied orbital energy   -0.60 eV
E_HOMO   -8.31 eV
Multiplicity   1
Total charge   0
HOMO-LUMO gap   7.71 eV

Each line ends with the natural charge from an NBO analysis.
Atoms and positions in Å:
S: 2.846 0.527 0.990  -0.106
S: 0.492 -0.013 -1.252  -0.411
S: -2.194 0.078 0.891  -0.062
S: 0.085 2.448 0.530  -0.328
P: -1.292 1.287 -0.513  0.499
P: 1.702 1.561 -0.523  0.489
C: 3.556 -0.821 0.036  -0.751
C: -3.813 -0.372 0.135  -0.742
H: 3.339 -0.590 -0.966  0.213
H: 2.907 -1.735 0.342  0.234
H: 4.665 -1.023 0.154  0.244
H: -4.010 0.415 -0.587  0.238
H: -3.573 -1.446 -0.090  0.242
H: -4.710 -0.317 0.853  0.240



No. 4
DFT (ωB97M-V/def2-TZVPD) results for C2H6S as an isolated structure.

Output
Lowest unoccupied orbital energy   0.21 eV
E_HOMO   -8.77 eV
Multiplicity   1
Total charge   0
HOMO-LUMO gap   8.98 eV

Each line ends with the natural charge from an NBO analysis.
Atoms and positions in Å:
S: -0.836 0.033 0.485  -0.117
C: 1.380 -0.070 0.838  -0.568
C: -0.057 -0.033 -1.644  -0.555
H: 2.015 -0.797 0.318  0.198
H: 0.691 -0.849 -1.494  0.213
H: 1.666 0.047 1.891  0.212
H: 0.475 1.030 -1.653  0.217
H: 1.498 0.822 0.306  0.188
H: -0.906 -0.167 -2.296  0.213



Which max |F| belongs to each record? In order, 4.00; 6.02; 2.58; 5.26 eV Å⁻¹.